(P)
This record from OMol25 describes a cluster of 5 separate species, H10O5 in total. The level of theory is ωB97M-V/def2-TZVPD.

```
15
Properties=species:S:1:pos:R:3:mulliken_charge:R:1
O -29.1617 -7.0221 22.6893 -0.66
H -29.6658 -7.8374 22.7517 0.30
H -29.8102 -6.3162 22.7802 0.31
O -26.1618 -9.4611 24.0895 -0.65
H -25.6985 -8.6368 24.2775 0.32
H -27.0843 -9.2693 24.2826 0.28
O -26.4999 -6.1684 23.0021 -0.64
H -26.2583 -5.8572 22.1256 0.31
H -27.4151 -6.4821 22.9051 0.40
O -28.9191 -11.5799 23.3059 -0.59
H -29.3272 -10.7908 22.9409 0.30
H -29.6541 -12.0942 23.6545 0.30
O -25.6791 -11.4081 21.9891 -0.63
H -26.0094 -10.6422 22.4821 0.35
H -25.7950 -12.1389 22.6017 0.30
```

Kohn-Sham gap: 10.2 eV
structure (SMILES): O.O.O.O.O
spin multiplicity: 1

---

(Q)
This record from OMol25 describes a cluster of 5 separate species, H10O5 in total. The level of theory is ωB97M-V/def2-TZVPD.

```
15
Properties=species:S:1:pos:R:3:mulliken_charge:R:1
O -2.4369 -0.6611 -1.0392 -0.65
O 0.9639 -1.6644 1.8747 -0.61
O -0.4327 1.1148 2.5036 -0.59
O 0.4194 1.0877 -0.3495 -0.59
O 1.3374 -0.0628 -2.7805 -0.66
H -3.2170 -0.0857 -1.2162 0.31
H 1.4047 -2.5323 1.9069 0.29
H -0.4178 1.9709 3.0352 0.31
H 0.4860 0.5347 -1.1035 0.35
H 1.5899 0.4023 -3.6615 0.31
H -1.9989 -0.1196 -0.2793 0.33
H 1.5930 -0.9928 1.5927 0.31
H -0.3410 1.4112 1.5978 0.31
H 0.6071 1.9844 -0.5687 0.25
H 1.4859 -1.0874 -2.9757 0.33
```

Kohn-Sham gap: 11.0 eV
structure (SMILES): O.O.O.O.O
spin multiplicity: 1

---

(R)
This record from OMol25 describes a cluster of 5 separate species, H10O5 in total. The level of theory is ωB97M-V/def2-TZVPD.

```
15
Properties=species:S:1:pos:R:3:mulliken_charge:R:1
O 0.1449 0.0528 3.7558 -0.63
H 0.4910 0.1185 2.8562 0.32
H 0.9057 -0.1508 4.3074 0.31
O 0.0784 -0.1467 0.5492 -0.60
H -0.8779 -0.1057 0.6786 0.33
H 0.2103 -0.8997 -0.0393 0.29
O -2.1854 0.0453 -1.4272 -0.64
H -1.2821 -0.2824 -1.5438 0.38
H -2.7408 -0.5442 -1.9452 0.29
O 0.2969 -1.4273 -2.2418 -0.63
H 1.2503 -1.4418 -2.3787 0.30
H -0.0579 -2.0623 -2.8729 0.29
O 1.4879 2.4019 -0.1978 -0.64
H 0.7343 2.8568 0.1896 0.31
H 1.5442 1.5855 0.3098 0.30
```

Kohn-Sham gap: 11.0 eV
structure (SMILES): O.O.O.O.O
spin multiplicity: 1

---

(S)
This record from OMol25 describes a cluster of 5 separate species, H10O5 in total. The level of theory is ωB97M-V/def2-TZVPD.

```
15
Properties=species:S:1:pos:R:3:mulliken_charge:R:1
H -2.2404 0.4799 -0.1019 0.29
H -1.0409 1.1976 -0.6987 0.32
H 2.1860 0.0088 1.0007 0.36
H 3.0750 -1.1950 1.2666 0.33
H -4.6892 -0.6430 -0.1327 0.31
H -6.1508 -0.2834 -0.3429 0.32
H 1.5547 2.4469 0.4448 0.34
H 1.5449 1.1178 -0.2924 0.31
H 2.1592 -1.8172 -0.6501 0.36
H 2.9581 -1.0539 -1.6937 0.28
O -1.2818 0.5483 -0.0283 -0.61
O 2.3092 -0.7242 1.6144 -0.67
O -5.5189 -0.5251 0.3435 -0.63
O 2.1419 1.7935 0.0483 -0.67
O 2.9931 -1.3510 -0.7775 -0.65
```

Kohn-Sham gap: 10.6 eV
structure (SMILES): O.O.O.O.O
spin multiplicity: 1

---

Stability summary: most stable (R), least stable (Q).

---

(P)
This record from OMol25 describes a cluster of 5 separate species, H10O5 in total. The level of theory is ωB97M-V/def2-TZVPD.

```
15
Properties=species:S:1:pos:R:3:mulliken_charge:R:1
O 0.8441 2.3921 -1.2167 -0.67
H 0.6874 3.3360 -1.1880 0.32
H 0.7923 2.1684 -2.1459 0.32
O -3.4194 0.0770 1.3124 -0.62
H -2.5183 -0.2433 1.2716 0.30
H -3.5801 0.2232 2.2446 0.31
O 2.7943 -1.3879 0.6048 -0.64
H 3.3829 -0.6760 0.8557 0.32
H 2.5542 -1.8039 1.4328 0.32
O -0.6349 -2.0611 -1.0876 -0.66
H -0.7372 -1.1724 -0.7471 0.41
H 0.0235 -1.9795 -1.7776 0.30
O -0.4321 0.2990 0.2490 -0.72
H -0.0864 1.1028 -0.1392 0.34
H 0.3297 -0.2748 0.3310 0.38
```

Kohn-Sham gap: 11.1 eV
structure (SMILES): O.O.O.O.O
spin multiplicity: 1

---

(Q)
This record from OMol25 describes a cluster of 5 separate species, H10O5 in total. The level of theory is ωB97M-V/def2-TZVPD.

```
15
Properties=species:S:1:pos:R:3:mulliken_charge:R:1
O 1.9074 -7.3768 -7.0002 -0.66
H 1.5897 -6.4615 -6.9722 0.31
H 1.8898 -7.6144 -6.0608 0.34
O 0.5908 -6.2846 -4.2009 -0.67
H -0.2906 -5.8828 -4.4622 0.36
H 0.2418 -7.1151 -3.7766 0.31
O -2.0798 -5.8334 -5.4279 -0.67
H -2.7008 -6.5464 -5.4742 0.29
H -1.4775 -6.0149 -6.1571 0.39
O 1.2614 -10.1128 -5.5405 -0.64
H 1.6765 -10.5635 -6.2988 0.33
H 0.3178 -10.1780 -5.7552 0.33
O -1.2629 -8.4600 -6.1828 -0.69
H -0.3046 -8.2317 -6.2225 0.35
H -1.5691 -8.0006 -5.3819 0.33
```

Kohn-Sham gap: 11.7 eV
structure (SMILES): O.O.O.O.O
spin multiplicity: 1

---

Stability summary: most stable (P), least stable (Q).

---

(P)
This record from OMol25 describes a cluster of 5 separate species, H10O5 in total. The level of theory is ωB97M-V/def2-TZVPD.

```
15
Properties=species:S:1:pos:R:3:mulliken_charge:R:1
H 1.5918 -1.2302 -1.2384 0.29
H 1.9995 -1.0519 -2.8216 0.32
H -1.2384 -1.2794 -0.6255 0.31
H -1.3839 -1.3684 -2.0853 0.30
H -2.0892 -0.0640 1.9665 0.32
H -0.7163 -0.1820 1.1936 0.46
H 0.9572 0.6951 1.4179 0.38
H 1.1558 -0.1027 0.1016 0.36
H -0.2612 2.3524 0.2196 0.33
H -1.3050 1.9306 1.1935 0.37
O 2.0571 -0.6564 -1.8751 -0.68
O -0.7116 -1.5553 -1.3748 -0.60
O -1.6894 0.0250 1.0974 -0.76
O 0.9807 -0.2116 1.0734 -0.73
O -0.4755 2.4358 1.1639 -0.69
```

Kohn-Sham gap: 11.8 eV
structure (SMILES): O.O.O.O.O
spin multiplicity: 1

---

(Q)
This record from OMol25 describes a cluster of 5 separate species, H10O5 in total. The level of theory is ωB97M-V/def2-TZVPD.

```
15
Properties=species:S:1:pos:R:3:mulliken_charge:R:1
O 6.8320 -13.4036 -20.8889 -0.71
H 7.6681 -13.2261 -20.5171 0.34
H 6.0660 -13.1048 -20.3366 0.36
O 7.8510 -9.0523 -21.7798 -0.68
H 7.1182 -9.0428 -21.1642 0.35
H 7.7026 -8.3250 -22.3647 0.32
O 3.5086 -10.3712 -23.1092 -0.63
H 4.2643 -10.8871 -23.0960 0.32
H 2.7618 -10.8979 -23.3007 0.31
O 6.1029 -11.4682 -22.5113 -0.77
H 6.7479 -10.8174 -22.2214 0.34
H 6.4129 -12.2573 -21.9856 0.43
O 5.7622 -10.1422 -20.1554 -0.72
H 5.3979 -10.5877 -20.9503 0.43
H 5.0976 -9.4918 -19.8111 0.33
```

Kohn-Sham gap: 11.6 eV
structure (SMILES): O.O.O.O.O
spin multiplicity: 1

---

(R)
This record from OMol25 describes a cluster of 5 separate species, H10O5 in total. The level of theory is ωB97M-V/def2-TZVPD.

```
15
Properties=species:S:1:pos:R:3:mulliken_charge:R:1
O -2.9895 1.4702 3.0016 -0.64
O -3.6860 -3.1974 -3.9503 -0.64
O 3.7559 -2.0568 -1.4848 -0.63
O -0.6048 4.8390 0.8651 -0.64
O 3.6655 -1.7725 1.1206 -0.64
H -2.7970 2.3810 3.2292 0.32
H -3.7320 -3.4550 -4.8740 0.32
H 3.1481 -1.9260 -0.7530 0.37
H -0.6773 5.7379 1.2074 0.32
H 3.0066 -1.1685 1.4795 0.32
H -3.9350 1.3181 2.9782 0.32
H -2.7529 -3.0956 -3.7436 0.32
H 4.6715 -2.0160 -1.2228 0.29
H -1.4172 4.7832 0.3478 0.32
H 4.3441 -1.8417 1.7989 0.30
```

Kohn-Sham gap: 11.3 eV
structure (SMILES): O.O.O.O.O
spin multiplicity: 1

---

(S)
This record from OMol25 describes a cluster of 5 separate species, H10O5 in total. The level of theory is ωB97M-V/def2-TZVPD.

```
15
Properties=species:S:1:pos:R:3:mulliken_charge:R:1
H -2.3460 -0.3828 0.8634 0.26
H -1.0909 -1.1357 0.5029 0.29
H 3.0696 -0.1567 1.1336 0.28
H 2.2582 -0.1084 -0.1963 0.40
H 2.3488 -2.8453 -0.9674 0.32
H 2.7869 -1.6330 -0.1941 0.28
H 0.3007 3.3052 0.5849 0.31
H -0.1155 3.4556 -0.8058 0.29
H -3.1497 -0.4464 -1.2651 0.34
H -3.4026 0.4196 -0.1121 0.36
O -1.8032 -1.1363 1.1368 -0.60
O 2.7642 0.4003 0.5023 -0.64
O 1.9289 -2.0361 -0.5822 -0.64
O 0.0503 2.8069 -0.1918 -0.60
O -3.5997 -0.5070 -0.4089 -0.67
```

Kohn-Sham gap: 10.6 eV
structure (SMILES): O.O.O.O.O
spin multiplicity: 1

---

Stability summary: most stable (Q), least stable (S).